79
Properties=species:S:1:pos:R:3:mulliken_charge:R:1 method="wB97M-V/def2-TZVPD" energy_ha=-3853.69200 homo_ha=-0.29199 total_charge=0 largest_force_ev_per_a=2.5 homo_lumo_gap_ha=0.304
C -1.479 -1.918 -2.685 -1.242
C -1.051 -2.941 -1.680 0.404
H -1.192 -2.202 -3.704 0.366
H -1.034 -0.932 -2.455 -0.031
H -2.577 -1.789 -2.654 0.309
C -0.536 -4.154 -1.980 0.140
C -0.376 -4.712 -3.351 -1.465
H -0.236 -4.823 -1.172 0.404
H -0.587 -3.991 -4.152 0.346
H -1.018 -5.590 -3.513 0.296
H 0.657 -5.061 -3.482 0.295
Sc -0.054 0.469 0.437 -0.550
Cl -2.401 0.511 0.913 -0.531
Cl -0.088 1.629 -1.626 -0.632
H 0.657 4.803 4.013 0.328
H -1.402 5.859 2.908 0.317
C 1.000 4.495 3.019 -0.935
C -1.011 5.509 1.946 -0.883
N -0.143 4.343 2.122 0.300
H 1.509 3.531 3.063 0.198
C -0.305 3.218 1.450 0.412
O 0.473 2.219 1.558 -0.681
H -1.850 5.249 1.292 0.276
H -1.182 3.156 0.782 0.275
H 1.676 5.270 2.641 0.344
H -0.465 6.351 1.504 0.320
H 1.436 -1.475 -2.481 0.105
H 2.433 -3.627 -1.323 0.148
C 2.318 -0.932 -2.108 -0.674
C 3.271 -2.956 -1.063 -0.818
N 2.808 -1.583 -0.900 0.351
H 2.050 0.111 -1.916 0.148
C 2.721 -1.062 0.326 -0.222
O 2.071 -0.028 0.639 -0.679
H 3.723 -3.294 -0.119 0.306
H 3.304 -1.619 1.092 0.516
H 3.099 -0.998 -2.877 0.415
H 4.012 -3.013 -1.871 0.337
O -0.192 -1.494 -0.049 1.676
C -1.172 -2.456 -0.252 -0.208
C 0.103 -4.045 1.281 0.349
C -1.111 -3.543 0.818 0.150
H 1.027 -3.652 0.847 0.348
C 0.121 -5.057 2.245 -0.799
H -2.157 -1.963 -0.167 0.328
C -2.303 -4.076 1.307 -0.533
H 1.076 -5.439 2.608 0.462
C -1.072 -5.594 2.731 -0.641
C -2.288 -5.106 2.243 -0.685
H -3.237 -3.678 0.898 0.448
H -1.064 -6.376 3.486 0.392
H -3.233 -5.524 2.589 0.392
Si -0.397 4.812 -4.666 0.569
Cl -0.611 3.021 -5.715 -0.339
C 1.441 4.951 -4.326 -0.895
C -1.516 4.442 -3.210 -0.307
C -0.948 6.407 -5.527 -0.945
H 1.822 3.991 -3.950 0.235
H 1.651 5.735 -3.583 0.313
H 1.975 5.199 -5.257 0.275
H -0.320 6.627 -6.404 0.269
H -0.861 7.262 -4.834 0.317
H -1.997 6.347 -5.852 0.270
H -1.244 3.479 -2.749 -0.214
H -2.552 4.357 -3.575 0.295
H -1.460 5.226 -2.443 0.265
N 1.334 -2.233 3.210 -0.148
C 0.546 -1.400 3.917 0.667
C 0.331 -1.630 5.303 -0.912
C -0.501 -0.781 6.019 -0.333
C -1.096 0.276 5.321 -1.068
C -0.837 0.407 3.945 -0.187
N -0.021 -0.384 3.240 0.303
H 1.618 -1.930 2.286 -0.163
H 1.858 -2.958 3.667 0.223
H 0.837 -2.486 5.735 0.333
H -0.680 -0.937 7.088 0.382
H -1.755 0.996 5.813 0.380
H -1.347 1.182 3.370 0.423

=====

52
Properties=species:S:1:pos:R:3:nbo_charge:R:1 method="wB97M-V/def2-TZVPD" smiles="COCCN(CCOC)C(=O)CN1C(=O)N[C@@]2(CCCc3sccc32)C1=O" energy_ha=-1639.60476 e_above_lowest_ev=1.619 homo_ha=-0.32100 total_charge=0 largest_force_ev_per_a=0.7 homo_lumo_gap_ha=0.349
C -5.596 -2.832 -0.393 -0.249
O -4.603 -1.989 -0.921 -0.546
C -3.281 -2.421 -0.694 -0.078
C -2.743 -2.104 0.711 -0.253
N -2.284 -0.736 0.865 -0.432
C -3.275 0.307 1.006 -0.241
C -3.672 0.938 -0.351 -0.094
O -4.381 2.144 -0.197 -0.533
C -3.582 3.281 0.013 -0.252
C -0.965 -0.504 0.705 0.690
O -0.168 -1.388 0.454 -0.649
C -0.472 0.936 0.912 -0.320
N 0.835 1.050 0.322 -0.474
C 0.990 1.033 -1.072 0.807
O 0.084 1.097 -1.862 -0.623
N 2.320 1.004 -1.305 -0.619
C 3.106 0.840 -0.095 0.010
C 4.130 1.968 0.098 -0.395
C 5.406 1.714 -0.701 -0.384
C 6.111 0.459 -0.185 -0.438
C 5.126 -0.654 -0.105 -0.164
S 5.575 -2.322 -0.053 0.428
C 3.920 -2.801 0.031 -0.416
C 3.077 -1.743 0.022 -0.199
C 3.773 -0.507 -0.053 -0.115
C 2.019 0.918 0.983 0.726
O 2.171 0.913 2.176 -0.576
H -6.550 -2.407 -0.700 0.199
H -5.504 -3.849 -0.793 0.168
H -5.563 -2.881 0.701 0.161
H -2.665 -1.906 -1.435 0.206
H -3.209 -3.504 -0.866 0.173
H -3.512 -2.298 1.463 0.198
H -1.881 -2.746 0.904 0.247
H -4.167 -0.128 1.462 0.213
H -2.903 1.079 1.683 0.201
H -4.345 0.259 -0.879 0.222
H -2.776 1.090 -0.968 0.174
H -3.082 3.267 0.990 0.155
H -4.253 4.137 -0.023 0.198
H -2.824 3.383 -0.773 0.171
H -0.375 1.139 1.982 0.257
H -1.123 1.667 0.433 0.236
H 2.692 0.827 -2.223 0.421
H 3.673 2.912 -0.203 0.221
H 4.367 2.022 1.163 0.228
H 6.070 2.574 -0.612 0.218
H 5.157 1.587 -1.757 0.195
H 6.943 0.186 -0.838 0.223
H 6.524 0.653 0.810 0.219
H 3.683 -3.844 0.087 0.235
H 2.006 -1.823 0.077 0.253

=====

10
Properties=species:S:1:pos:R:3:nbo_charge:R:1 method="wB97M-V/def2-TZVPD" smiles="N#C[C@@H](N)[N+](=O)[O-]" energy_ha=-392.62146 e_above_lowest_ev=4.683 homo_ha=-0.40819 total_charge=0 largest_force_ev_per_a=2.9 homo_lumo_gap_ha=0.384
N 0.560 0.047 -2.546 -0.238
C 0.326 -0.148 -1.451 0.219
C -0.076 -0.532 -0.075 -0.017
N 0.976 -0.664 0.857 -0.817
N -0.965 0.758 0.309 0.510
O -2.014 0.926 -0.270 -0.308
O -0.530 1.436 1.279 -0.389
H -0.769 -1.325 0.015 0.240
H 1.875 -0.494 0.367 0.393
H 0.616 -0.003 1.514 0.406

=====

8
Properties=species:S:1:pos:R:3:nbo_charge:R:1 method="wB97M-V/def2-TZVPD" energy_ha=-663.78414 e_above_lowest_ev=2.373 homo_ha=-0.05800 total_charge=-1 largest_force_ev_per_a=1.7 homo_lumo_gap_ha=0.194
C 1.397 0.925 0.092 0.269
O -3.702 0.077 0.596 -1.065
O -1.596 -0.285 -0.904 -0.963
O 2.424 1.527 -0.203 -0.549
S -2.755 0.877 -0.275 0.605
H 1.138 0.705 1.137 0.098
H -1.386 -0.844 -0.149 0.445
H 0.658 0.620 -0.653 0.160

=====

18
Properties=species:S:1:pos:R:3:nbo_charge:R:1 method="wB97M-V/def2-TZVPD" smiles="C#Cc1c(I)ccc2c1C(=O)NC2=O" energy_ha=-886.23579 homo_ha=-0.34318 total_charge=0 largest_force_ev_per_a=4.2 homo_lumo_gap_ha=0.306
C 2.746 -2.382 -0.760 -0.175
C 2.036 -1.383 -0.799 -0.061
C 1.139 -0.222 -0.271 -0.078
C 1.793 1.077 0.092 -0.149
I 3.929 1.363 -0.165 0.217
C 0.918 2.193 0.647 -0.199
C -0.576 2.007 0.831 -0.195
C -1.134 0.689 0.411 -0.109
C -0.333 -0.461 -0.148 -0.127
C -1.238 -1.710 -0.463 0.697
O -0.970 -2.870 -0.645 -0.464
N -2.589 -1.105 -0.426 -0.719
C -2.600 0.109 0.419 0.680
O -3.552 0.537 1.031 -0.490
H 3.386 -3.303 -0.673 0.262
H 1.424 3.158 0.948 0.244
H -1.251 2.797 1.261 0.257
H -2.880 -0.735 -1.349 0.409

=====

38
Properties=species:S:1:pos:R:3:nbo_charge:R:1 method="wB97M-V/def2-TZVPD" energy_ha=-2009.32182 e_above_lowest_ev=0.000 homo_ha=0.00112 total_charge=-2 largest_force_ev_per_a=2.4 homo_lumo_gap_ha=0.163
C -2.948 -0.900 -0.360 -0.467
C -2.200 -1.110 -1.572 -0.380
C -1.741 0.144 -2.051 -0.282
H -2.003 -2.084 -2.021 0.188
C -2.158 1.143 -1.108 -0.330
C -2.892 0.502 -0.072 -0.343
H -3.308 0.975 0.815 0.184
H -3.484 -1.658 0.214 0.192
H -1.175 0.326 -2.955 0.206
H -2.028 2.208 -1.228 0.192
Sn -0.647 -1.635 1.175 1.369
Cl 0.172 -2.524 3.258 -0.731
C 2.712 0.425 0.096 -0.354
C 2.437 1.653 -0.571 -0.360
C 1.991 1.332 -1.889 -0.346
H 2.518 2.644 -0.143 0.177
C 2.243 -0.055 -2.126 -0.381
C 2.612 -0.622 -0.870 -0.382
H 2.787 -1.683 -0.680 0.173
H 2.934 0.317 1.150 0.204
H 1.731 2.060 -2.662 0.164
H 2.106 -0.572 -3.066 0.170
O 2.618 2.564 4.892 -0.945
S 2.271 1.244 4.438 2.264
O 3.239 0.176 4.529 -0.922
N 1.584 1.266 2.895 -0.736
C 0.384 0.736 2.907 0.629
O -0.183 0.263 1.818 -0.847
C -0.243 0.602 4.237 -0.137
C -1.508 0.104 4.591 -0.159
C -1.719 -0.306 5.901 -0.217
C -0.688 -0.202 6.853 -0.212
C 0.566 0.308 6.502 -0.224
C 0.751 0.712 5.190 -0.211
H -2.293 0.057 3.829 0.229
H -2.680 -0.729 6.199 0.205
H -0.848 -0.557 7.866 0.200
H 1.408 0.371 7.186 0.219